A molecular structure, C53H43AuN4PSb. Source: the Open Molecules 2025 dataset; level of theory: wB97M-V/def2-TZVPD.

Computed properties:
Multiplicity: 3
Energy above the lowest of the compared OMol25 structures with the same formula, charge and spin: 19.43 kcal per mole
Total charge: +2
Largest force on an atom: 0.0179 hartree/bohr
LUMO energy (spin up / spin down): -0.226 / -0.273 Ha

```
103
Properties=species:S:1:pos:R:3:mulliken_charge:R:1
Au 0.56 0.25 0.03 3.04
C -4.23 2.23 -2.34 -0.71
C -2.88 2.07 -2.63 -0.99
C -2.01 1.60 -1.67 -0.89
C -2.47 1.32 -0.37 0.64
C -3.86 1.43 -0.10 -0.89
C -4.72 1.89 -1.08 -0.96
N -1.56 0.86 0.54 2.05
C -1.76 0.89 1.92 0.00
C -2.74 1.70 2.55 -1.79
C -3.00 1.58 3.90 -0.96
C -2.29 0.68 4.69 -0.81
C -1.24 -0.03 4.14 -0.61
C -0.94 0.11 2.79 -0.09
N 0.21 -0.42 2.19 1.97
N 1.10 -0.95 2.86 -1.43
C 2.24 -1.28 2.01 -0.13
C 3.30 -1.87 2.65 -0.75
C 4.43 -2.22 1.91 -0.68
C 4.44 -1.97 0.55 -0.88
C 3.33 -1.37 -0.03 -0.53
N 2.25 -1.04 0.68 0.74
H -4.91 2.59 -3.10 0.51
H -2.50 2.31 -3.62 0.53
H -0.97 1.45 -1.91 0.44
H -4.27 1.11 0.85 0.72
H -5.78 1.96 -0.87 0.49
H -3.26 2.44 1.96 0.74
H -3.75 2.21 4.35 0.49
H -2.53 0.57 5.74 0.48
H -0.62 -0.69 4.73 0.58
H 3.23 -2.05 3.71 0.64
H 5.28 -2.68 2.40 0.47
H 5.29 -2.23 -0.06 0.55
H 3.29 -1.15 -1.09 0.47
C -5.51 -2.62 -2.02 -0.68
C -5.14 -1.97 -0.84 -0.93
C -3.79 -1.82 -0.53 0.06
C -2.81 -2.33 -1.38 0.53
C -3.19 -2.97 -2.56 -0.83
C -4.53 -3.11 -2.87 -0.72
Sb -0.77 -2.16 -0.91 1.31
C 0.05 -3.70 -2.09 0.26
C 0.89 -3.41 -3.16 -0.65
C 1.37 -4.43 -3.97 -0.57
C 1.01 -5.75 -3.70 -0.56
C 0.16 -6.04 -2.63 -0.79
C -0.32 -5.02 -1.83 -0.24
C -0.67 -3.18 0.95 0.62
C 0.54 -3.82 1.26 -0.67
C 0.69 -4.47 2.48 -0.71
C -0.35 -4.50 3.39 -0.73
C -1.56 -3.88 3.09 -0.63
C -1.71 -3.23 1.87 -0.33
H -6.56 -2.74 -2.26 0.43
H -5.90 -1.59 -0.17 0.49
H -3.52 -1.31 0.39 0.23
H -2.44 -3.37 -3.23 0.48
H -4.82 -3.62 -3.78 0.45
H 1.17 -2.38 -3.38 0.37
H 2.03 -4.21 -4.80 0.43
H 1.38 -6.55 -4.33 0.41
H -0.12 -7.06 -2.43 0.43
H -0.98 -5.26 -1.00 0.48
H 1.35 -3.83 0.55 0.47
H 1.63 -4.98 2.71 0.50
H -0.23 -5.01 4.34 0.43
H -2.38 -3.92 3.79 0.49
H -2.67 -2.77 1.64 0.33
C 3.18 4.36 3.63 -0.67
C 3.40 4.95 2.39 -0.75
C 2.95 4.34 1.23 -0.61
C 2.27 3.12 1.31 0.11
C 2.05 2.53 2.55 0.08
C 2.50 3.15 3.71 -0.89
P 1.60 2.39 -0.19 1.01
C 2.97 2.15 -1.35 0.58
C 2.71 1.79 -2.67 -0.25
C 3.76 1.47 -3.53 -1.00
C 5.07 1.47 -3.06 -0.61
C 5.33 1.78 -1.74 -0.81
C 4.28 2.12 -0.88 -0.87
C 0.44 3.64 -0.82 0.51
C 0.50 4.20 -2.09 -0.39
C -0.47 5.12 -2.49 -0.76
C -1.49 5.47 -1.63 -0.75
C -1.54 4.93 -0.35 -0.54
C -0.58 4.02 0.06 -0.74
H 3.52 4.85 4.53 0.43
H 3.93 5.89 2.32 0.44
H 3.12 4.81 0.27 0.49
H 1.53 1.59 2.62 0.38
H 2.33 2.69 4.67 0.50
H 1.70 1.75 -3.04 0.39
H 3.55 1.22 -4.56 0.49
H 5.88 1.22 -3.73 0.44
H 6.34 1.78 -1.37 0.49
H 4.50 2.37 0.15 0.40
H 1.31 3.96 -2.76 0.55
H -0.41 5.57 -3.48 0.48
H -2.24 6.19 -1.94 0.45
H -2.33 5.23 0.33 0.50
H -0.61 3.62 1.06 0.31
```